(1)
Here is C17H29BBr15FO2S as an isolated structure in a non-equilibrium geometry from OMol25. Energies are from wB97M-V/def2-TZVPD.

```
66
Properties=species:S:1:pos:R:3:nbo_charge:R:1
C 3.11 -3.12 -0.01 -0.64
C 4.45 -2.38 -0.49 -0.53
S 4.77 -0.77 0.42 0.18
C 4.24 0.66 -0.64 -0.96
B 2.59 0.65 -0.63 1.07
C 1.88 0.05 -1.95 -0.87
C 0.41 0.58 -2.27 -0.40
C -0.78 -0.08 -1.40 -0.43
C -0.38 -1.38 -0.57 -0.44
C -1.68 -1.88 0.26 -0.08
O -2.70 -2.45 -0.59 -0.56
C -2.30 -3.69 -1.14 0.82
C -1.98 -3.77 -2.71 -0.73
O -2.20 -4.68 -0.39 -0.57
C 1.88 1.19 0.72 -0.22
C 2.84 2.13 1.64 -0.65
F 0.68 1.96 0.52 -0.40
H 2.17 -2.62 -0.41 0.21
H 3.06 -4.22 -0.33 0.22
H 3.04 -3.07 1.14 0.22
H 4.33 -2.13 -1.60 0.22
H 5.35 -3.08 -0.40 0.24
H 4.59 0.42 -1.71 0.23
H 4.68 1.66 -0.35 0.27
H 2.54 0.37 -2.84 0.24
H 1.97 -1.10 -1.93 0.25
H 0.36 1.71 -2.08 0.22
H 0.21 0.45 -3.39 0.20
H -1.26 0.68 -0.68 0.23
H -1.60 -0.37 -2.15 0.21
H 0.00 -2.22 -1.27 0.20
H 0.44 -1.22 0.20 0.22
H -1.38 -2.57 1.13 0.20
H -2.13 -0.93 0.72 0.20
H -0.88 -3.55 -2.93 0.25
H -2.22 -4.81 -3.12 0.25
H -2.63 -3.00 -3.24 0.24
H 1.62 0.30 1.41 0.21
H 2.29 2.32 2.63 0.22
H 3.83 1.64 1.89 0.23
H 2.96 3.16 1.14 0.21
C -0.57 2.19 4.74 -0.49
Br -1.21 0.86 3.49 0.09
Br -1.80 2.46 6.21 0.09
Br 1.22 1.78 5.37 0.09
H -0.50 3.13 4.20 0.23
C -4.22 2.35 -0.03 -0.50
Br -2.43 2.76 0.59 0.10
Br -4.75 3.49 -1.51 0.08
Br -4.41 0.47 -0.46 0.11
H -4.90 2.56 0.79 0.22
C 5.31 4.04 -3.03 -0.49
Br 4.65 2.70 -4.27 0.09
Br 4.09 4.32 -1.55 0.10
Br 7.10 3.62 -2.41 0.10
H 5.37 4.98 -3.57 0.23
C -5.23 -6.42 1.32 -0.49
Br -6.93 -6.23 0.42 0.08
Br -5.11 -5.27 2.88 0.09
Br -4.84 -8.27 1.75 0.08
H -4.46 -6.09 0.63 0.24
C -4.50 5.89 2.26 -0.49
Br -3.34 7.44 2.21 0.09
Br -4.12 4.76 3.80 0.09
Br -6.37 6.38 2.17 0.09
H -4.28 5.30 1.37 0.22
```

Values from the calculation:
- HOMO energy: -8.63 eV
- Orbital gap: 8.26 eV
- Largest force on an atom: 3.84 eV/Å
- Electronic energy: -39948.6019 Ha

***

(2)
Here is a 2-piece molecular cluster, C2H2N2O2Si overall in a non-equilibrium geometry from OMol25. Energies are from wB97M-V/def2-TZVPD.

```
9
Properties=species:S:1:pos:R:3:nbo_charge:R:1
N 0.49 2.00 -0.02 -0.21
C 0.99 0.98 -0.01 -0.22
Si 1.41 -0.83 0.32 1.92
O 1.46 -1.55 1.68 -1.05
C 1.29 -1.62 -1.33 -0.26
N 1.19 -2.05 -2.39 -0.18
O -1.97 0.94 0.81 -0.96
H -1.98 1.36 -0.15 0.49
H -2.88 0.75 1.09 0.48
```

Values from the calculation:
- HOMO energy: -11.77 eV
- Orbital gap: 9.69 eV
- Relative energy (zero: lowest compared OMol25 entry of this formula, charge and spin): 362.4 kJ/mol
- Largest force on an atom: 3.47 eV/Å
- Electronic energy: -626.8673 Ha

***

(3)
Here is the molecule C4H10NOP in a non-equilibrium geometry from OMol25. Energies are from wB97M-V/def2-TZVPD.

```
17
Properties=species:S:1:pos:R:3:nbo_charge:R:1
C 2.64 -0.97 -0.04 -0.46
N 1.39 -0.21 0.12 -0.46
C 0.32 -0.80 0.31 0.15
C -1.13 0.13 0.56 -0.59
P -2.54 -0.87 0.01 0.30
C -1.08 1.57 -0.01 -0.06
O 0.05 2.24 0.38 -0.75
H 2.75 -2.10 0.01 0.20
H 3.18 -0.37 0.71 0.22
H 2.85 -0.61 -1.11 0.21
H 0.25 -1.97 0.41 0.16
H -1.02 0.36 1.69 0.26
H -2.30 -0.95 -1.31 -0.03
H -3.51 0.14 0.28 -0.01
H -2.01 2.24 0.34 0.18
H -1.06 1.69 -1.07 0.17
H 0.87 1.81 0.15 0.50
```

Values from the calculation:
- HOMO energy: -8.95 eV
- Orbital gap: 9.86 eV
- Relative energy (zero: lowest compared OMol25 entry of this formula, charge and spin): 358.8 kJ/mol
- Largest force on an atom: 3.91 eV/Å
- Electronic energy: -629.6353 Ha

***

(4)
Here is C17H16BrF6NO9P2Pt as an isolated structure from OMol25. Energies are from wB97M-V/def2-TZVPD.

```
53
Properties=species:S:1:pos:R:3:lowdin_spin:R:1
Pt 0.31 -0.03 0.39 1.31
O 7.07 -0.78 1.95 0.39
C 6.72 -1.25 0.89 0.11
O 7.15 -1.78 -0.10 0.20
C 5.08 -0.92 0.73 0.24
C 4.57 -0.91 -0.55 0.02
C 3.21 -0.64 -0.66 0.03
N 2.45 -0.38 0.41 0.06
C 2.98 -0.40 1.63 0.02
C 4.32 -0.67 1.85 0.02
C 2.05 -0.06 2.80 0.02
O 2.54 -0.03 3.91 0.02
O 0.84 0.19 2.48 0.15
H 5.17 -1.13 -1.41 0.00
H 2.71 -0.65 -1.61 0.00
H 4.70 -0.66 2.86 0.00
C 0.13 1.73 -2.82 0.01
O 0.27 2.61 -1.69 0.04
P -0.01 2.17 -0.20 0.10
O -1.42 2.79 0.16 0.03
C -1.85 2.68 1.53 0.00
O 0.92 3.22 0.59 0.03
C 2.33 3.05 0.62 0.00
H 0.81 2.11 -3.58 0.00
H -0.90 1.76 -3.17 0.00
H 0.38 0.71 -2.55 0.01
H -2.94 2.65 1.51 0.00
H -1.49 3.55 2.08 0.00
H -1.47 1.77 1.99 0.00
H 2.75 3.95 1.05 0.00
H 2.73 2.91 -0.38 0.00
H 2.60 2.20 1.25 0.00
F 0.62 -1.57 -1.77 0.03
P 0.47 -3.17 -1.32 0.00
F 1.20 -3.60 -2.68 0.00
F 0.34 -4.69 -0.83 0.00
F -0.96 -3.22 -2.03 0.00
F 1.91 -3.03 -0.58 0.00
F -0.24 -2.64 0.06 0.03
Br -8.52 -1.25 0.14 0.00
C -6.66 -0.90 -0.03 0.00
C -6.23 0.02 -0.98 0.00
C -4.87 0.26 -1.10 0.00
C -3.96 -0.39 -0.29 0.01
C -4.41 -1.30 0.66 0.00
C -5.77 -1.58 0.78 0.00
C -2.49 -0.10 -0.44 0.01
O -2.06 0.33 -1.50 0.02
O -1.79 -0.34 0.60 0.10
H -6.95 0.53 -1.60 0.00
H -4.50 0.96 -1.84 0.00
H -3.69 -1.80 1.29 0.00
H -6.12 -2.30 1.50 0.00
```

Values from the calculation:
- HOMO energy (spin up / spin down): -5.01 / -6.83 eV
- <S²>: 3.76
- Charge: -1
- Orbital gap (spin up / spin down): 6.71 / 4.99 eV
- Spin multiplicity: 4
- Relative energy (zero: lowest compared OMol25 entry of this formula, charge and spin): 44.5 kJ/mol
- Largest force on an atom: 0.93 eV/Å
- Electronic energy: -5364.9148 Ha

***

(5)
Here is C12H26N2O2P2Pr as an isolated structure in a non-equilibrium geometry from OMol25. Energies are from wB97M-V/def2-TZVPD.

```
45
Properties=species:S:1:pos:R:3:lowdin_spin:R:1
Pr 0.00 0.00 0.23 2.17
P -1.83 -1.01 0.97 0.27
P -0.28 2.19 0.53 0.11
N 0.52 -1.79 -0.40 0.06
N 1.63 0.51 -0.70 0.10
H 2.24 -2.76 -1.22 0.00
H 3.46 -0.41 -1.28 0.00
H 2.50 -1.94 0.36 0.00
C 1.97 -1.87 -0.61 0.01
H 2.10 -0.66 -2.41 0.00
C 2.37 -0.57 -1.33 0.01
H 0.21 -3.87 -0.19 0.00
H 2.91 2.05 -1.32 0.01
C -0.20 -2.87 0.03 0.01
C 1.97 1.80 -0.80 0.01
C -1.41 -2.73 0.67 0.04
C 1.18 2.82 -0.27 0.00
H -2.04 -3.59 0.91 0.01
H 1.49 3.87 -0.30 0.00
H -1.43 2.88 0.03 0.02
H -0.36 2.71 1.85 0.02
H -3.09 -0.76 0.35 0.05
H -2.28 -0.93 2.32 0.02
H 0.40 1.02 -2.77 0.00
C -0.64 0.64 -2.87 0.00
C -1.60 1.82 -2.94 0.00
C -0.73 -0.28 -4.09 0.00
O -0.96 -0.13 -1.69 0.00
H -1.41 2.41 -3.86 0.00
H -2.64 1.47 -2.96 0.00
H -1.46 2.49 -2.08 0.00
H -0.03 -1.13 -3.99 0.00
H -1.76 -0.68 -4.19 0.00
H -0.47 0.27 -5.01 0.00
H -0.44 -0.98 -1.69 0.00
C 0.99 -0.86 4.21 0.01
C 0.00 0.00 3.50 0.05
C -0.97 0.86 4.26 0.01
O 0.00 0.00 2.23 0.01
H 0.90 -0.77 5.32 0.00
H 2.02 -0.56 3.92 0.00
H 0.84 -1.92 3.93 0.00
H -0.81 1.93 4.00 0.00
H -2.02 0.58 4.01 0.00
H -0.84 0.75 5.35 0.00
```

Values from the calculation:
- HOMO energy (spin up / spin down): -14.54 / -14.74 eV
- <S²>: 3.77
- Charge: +2
- Orbital gap (spin up / spin down): 7.04 / 5.71 eV
- Spin multiplicity: 4
- Largest force on an atom: 12.40 eV/Å
- Electronic energy: -1931.4736 Ha

***

(6)
Here is C24H19DyNO6S3 as an isolated structure in a non-equilibrium geometry from OMol25. Energies are from wB97M-V/def2-TZVPD.

```
54
Properties=species:S:1:pos:R:3:lowdin_spin:R:1
Dy -0.70 0.62 -0.63 5.04
N 2.52 0.22 -1.73 0.00
C 2.97 -0.27 -0.50 0.00
C 3.94 0.44 0.22 0.00
C 4.33 0.00 1.47 0.00
C 3.78 -1.15 2.02 0.00
C 2.83 -1.85 1.30 0.00
C 2.41 -1.43 0.04 0.00
C 1.43 -2.22 -0.75 0.00
C 1.77 -3.55 -1.04 0.00
C 0.94 -4.34 -1.81 0.00
C -0.23 -3.80 -2.31 0.00
C -0.57 -2.48 -2.01 0.00
C 0.23 -1.64 -1.21 0.00
H 3.07 0.95 -2.14 0.00
H 2.19 -0.48 -2.38 0.00
H 4.35 1.34 -0.20 0.00
H 5.07 0.57 2.02 0.00
H 4.08 -1.49 3.00 0.00
H 2.39 -2.75 1.71 0.00
H 2.71 -3.95 -0.66 0.00
H 1.21 -5.37 -2.02 0.00
H -0.89 -4.39 -2.93 0.00
H -1.50 -2.10 -2.41 0.00
O 1.03 1.82 0.45 -0.01
S 1.11 2.92 -0.53 0.00
O 2.41 3.43 -0.83 0.00
O 0.32 2.45 -1.70 -0.01
C 0.19 4.24 0.29 0.00
C 0.88 5.44 0.39 0.00
C 0.37 6.51 1.11 0.00
C -0.84 6.38 1.76 0.00
C -1.54 5.18 1.66 0.00
C -1.06 4.11 0.94 0.00
S -2.22 2.73 0.76 0.00
O -3.44 3.14 1.39 0.00
O -1.58 1.52 1.34 -0.01
O -2.23 2.51 -0.69 -0.01
H 1.84 5.52 -0.09 0.00
H 0.93 7.43 1.17 0.00
H -1.25 7.20 2.34 0.00
H -2.51 5.08 2.13 0.00
S -3.22 -0.37 -1.19 -0.01
C -3.32 -1.97 -0.46 0.00
C -3.97 -3.01 -1.12 0.00
C -4.04 -4.28 -0.57 0.00
C -3.46 -4.54 0.67 0.00
C -2.83 -3.51 1.35 0.00
C -2.77 -2.24 0.79 0.00
H -4.41 -2.82 -2.09 0.00
H -4.54 -5.07 -1.11 0.00
H -3.51 -5.54 1.10 0.00
H -2.38 -3.69 2.31 0.00
H -2.29 -1.44 1.36 0.00
```

Values from the calculation:
- HOMO energy (spin up / spin down): -4.64 / -4.64 eV
- <S²>: 9.34
- Charge: -1
- Orbital gap (spin up / spin down): 7.16 / 7.17 eV
- Spin multiplicity: 6
- Relative energy (zero: lowest compared OMol25 entry of this formula, charge and spin): 0.0 kJ/mol
- Largest force on an atom: 1.27 eV/Å
- Electronic energy: -3512.0031 Ha